Record 1
Formula: C3H5N3S2
Source: the OMol25 dataset
Level of theory: ωB97M-V/def2-TZVPD

Properties
**LUMO**: 0.379 eV
**ΔE to the lowest compared entry with this formula, charge and spin**: 44.15 kcal/mol

XYZ file:
```
13
C3H5N3S2 (ωB97M-V/def2-TZVPD)
C 0.35 -1.76 0.32
S 0.24 0.01 0.77
C -1.00 0.33 -0.49
N -1.78 -0.61 -1.02
N -2.33 -0.14 -2.08
S -2.01 1.43 -2.52
C -0.99 1.60 -1.20
N -0.38 2.78 -0.97
H 1.37 -2.23 0.28
H 0.10 -1.69 -0.67
H -0.40 -2.47 0.83
H 0.35 2.97 -0.32
H -0.56 3.41 -1.70
```

---

Record 2
Formula: C3H5N3S2
Source: the OMol25 dataset
Level of theory: ωB97M-V/def2-TZVPD

Properties
**LUMO**: 0.132 eV
**ΔE to the lowest compared entry with this formula, charge and spin**: 38.60 kcal/mol

XYZ file:
```
13
C3H5N3S2 (ωB97M-V/def2-TZVPD)
C -0.52 1.44 -0.83
C 0.43 -0.91 1.85
C 0.11 -0.86 -0.83
H -0.07 2.95 0.19
H -0.99 0.89 -1.71
H 1.00 -1.28 2.81
H -0.70 -0.64 2.00
H -0.35 -2.12 -2.18
N -0.81 2.64 -0.54
N 0.34 0.46 -0.32
N -0.39 -1.16 -1.94
S 1.26 0.62 1.15
S 0.69 -2.03 0.36
```

---

Record 3
Formula: C3H5N4
Source: the OMol25 dataset
Level of theory: ωB97M-V/def2-TZVPD

Properties
**Net charge**: +1
**LUMO (alpha / beta)**: -7.347 / -7.564 eV
**ΔE to the lowest compared entry with this formula, charge and spin**: 131.13 kcal/mol

XYZ file:
```
12
C3H5N4 (ωB97M-V/def2-TZVPD)
C -1.44 0.69 0.98
C -0.23 0.21 0.31
N 0.76 -0.55 0.72
N 1.67 -1.14 0.20
C 1.84 -1.16 -1.21
N 0.88 -0.03 -1.87
N 0.10 0.42 -1.16
H -2.42 0.53 0.40
H -1.42 1.78 1.07
H -1.36 0.11 1.91
H 3.00 -0.86 -1.36
H 1.66 -2.16 -1.73
```

---

Record 4
Formula: C3H5N4
Source: the OMol25 dataset
Level of theory: ωB97M-V/def2-TZVPD

Properties
**Net charge**: +1
**LUMO**: -6.197 eV
**ΔE to the lowest compared entry with this formula, charge and spin**: 82.77 kcal/mol

XYZ file:
```
12
C3H5N4 (ωB97M-V/def2-TZVPD)
C -2.42 -1.06 0.16
N -1.45 -0.23 0.09
N -0.16 -0.54 0.11
C 0.76 0.29 -0.21
C 2.22 0.24 0.04
N 0.21 1.60 -0.68
N -0.92 1.74 -0.60
H -3.51 -0.82 0.13
H -2.35 -2.11 0.55
H 2.40 1.16 0.63
H 2.76 0.29 -0.91
H 2.46 -0.59 0.71
```

---

Record 5
Formula: C3H5N4O
Source: the OMol25 dataset
Level of theory: ωB97M-V/def2-TZVPD

Properties
**Net charge**: +1
**LUMO (alpha / beta)**: -6.496 / -6.496 eV
**ΔE to the lowest compared entry with this formula, charge and spin**: 132.57 kcal/mol

XYZ file:
```
13
C3H5N4O (ωB97M-V/def2-TZVPD)
C 0.06 -0.56 -0.63
C 0.97 0.35 0.06
C -1.34 -0.35 0.02
N -0.22 1.10 1.43
N 0.42 -1.10 -1.66
N -1.34 0.71 1.14
N 2.22 0.53 0.15
O -2.34 1.04 1.69
H -1.94 -0.02 -0.73
H -1.84 -1.26 0.39
H -0.24 -1.66 -2.14
H 2.83 -0.10 -0.45
H 2.74 1.32 0.74
```

---

Record 6
Formula: C3H5N4O2
Source: the OMol25 dataset
Level of theory: ωB97M-V/def2-TZVPD

Properties
**Net charge**: -1
**LUMO**: 4.226 eV
**ΔE to the lowest compared entry with this formula, charge and spin**: 94.82 kcal/mol

XYZ file:
```
14
C3H5N4O2 (ωB97M-V/def2-TZVPD)
C 2.51 1.42 0.23
C 0.58 0.63 0.60
C -2.16 -0.73 -0.81
N 1.28 1.71 0.69
N 2.64 0.11 -0.11
N 1.43 -0.36 0.11
N -1.16 0.23 1.16
O -1.01 -0.96 1.38
O -1.99 0.48 -0.20
H 3.23 2.16 -0.04
H -1.70 -0.86 -1.88
H -3.22 -1.06 -0.93
H -1.60 -1.51 -0.16
H 1.17 -1.26 -0.03
```

---

Record 7
Formula: C3H5N4S3
Source: the OMol25 dataset
Level of theory: ωB97M-V/def2-TZVPD

Properties
**Net charge**: +1
**LUMO (alpha / beta)**: -7.322 / -6.577 eV
**ΔE to the lowest compared entry with this formula, charge and spin**: 145.17 kcal/mol

XYZ file:
```
15
C3H5N4S3 (ωB97M-V/def2-TZVPD)
C -0.08 0.23 2.30
C 0.62 0.99 -1.17
C -1.28 0.04 -0.08
N 0.92 0.31 1.65
N -1.60 1.20 -0.73
N -0.64 1.77 -1.31
N 0.17 -0.11 -0.34
S -0.75 3.08 -2.18
S -1.77 0.13 1.73
S 0.83 -1.64 -0.54
H -0.19 0.04 3.47
H 1.06 0.62 -2.07
H 1.43 1.63 -0.47
H -1.90 -0.67 -0.47
H 0.37 -2.13 0.70
```

---

Record 8
Formula: C3H5N5
Source: the OMol25 dataset
Level of theory: ωB97M-V/def2-TZVPD

Properties
**LUMO**: -0.253 eV
**ΔE to the lowest compared entry with this formula, charge and spin**: 73.41 kcal/mol

XYZ file:
```
13
C3H5N5 (ωB97M-V/def2-TZVPD)
H 2.04 -1.46 -0.98
N 1.13 -1.81 -0.60
C 0.37 -0.87 -0.23
C -0.89 -1.22 0.37
N -1.75 -0.31 0.82
C -1.54 1.01 0.47
N -0.41 1.41 -0.01
N 0.57 0.46 -0.20
N 1.89 1.01 -0.40
H -1.19 -2.24 0.39
H -2.31 1.71 0.76
H 1.83 1.35 -1.39
H 2.05 1.79 0.38
```

---

Record 9
Formula: C3H5N5
Source: the OMol25 dataset
Level of theory: ωB97M-V/def2-TZVPD

Properties
**LUMO**: 0.111 eV
**ΔE to the lowest compared entry with this formula, charge and spin**: 109.51 kcal/mol

XYZ file:
```
13
C3H5N5 (ωB97M-V/def2-TZVPD)
H 3.15 -0.78 0.37
N 2.26 -0.36 -0.09
N 1.28 -1.21 0.06
C 0.03 -0.57 -0.14
C -1.07 -1.28 -0.11
N -2.09 -0.44 0.14
N -1.60 0.91 -0.04
C -0.27 0.87 -0.28
N 0.61 1.86 0.05
H -1.25 -2.29 0.02
H -3.09 -0.68 -0.15
H 1.73 1.41 -0.32
H 0.31 2.57 0.48
```

---

Record 10
Formula: C3H5N5
Source: the OMol25 dataset
Level of theory: ωB97M-V/def2-TZVPD

Properties
**LUMO (alpha / beta)**: 0.348 / 0.348 eV
**ΔE to the lowest compared entry with this formula, charge and spin**: 122.00 kcal/mol

XYZ file:
```
13
C3H5N5 (ωB97M-V/def2-TZVPD)
C -1.20 -0.08 0.07
C 3.28 0.62 -0.26
C -2.17 -1.23 0.18
N -1.65 1.11 -0.03
N 0.12 -0.40 0.10
N -1.92 2.20 -0.20
N 2.23 0.39 0.40
N 1.01 0.49 0.18
H 3.31 0.73 -1.34
H 4.20 0.72 0.29
H -1.74 -2.10 -0.31
H -2.35 -1.47 1.22
H -3.12 -0.98 -0.29
```